(1)
{
  "formula": "C22H49AgO12S7",
  "method": "ωB97M-V with the def2-TZVPD basis set",
  "elements": ["Ag", "C", "C", "O", "H", "H", "H", "H", "H", "C", "C", "C", "O", "C", "C", "C", "O", "O", "O", "H", "H", "C", "S", "O", "C", "H", "H", "H", "H", "H", "H", "C", "S", "O", "C", "H", "H", "H", "H", "H", "H", "C", "S", "O", "C", "H", "H", "H", "H", "H", "H", "C", "S", "O", "C", "H", "H", "H", "H", "H", "H", "C", "S", "O", "C", "H", "H", "H", "H", "H", "H", "C", "S", "O", "C", "H", "H", "H", "H", "H", "H", "C", "S", "O", "C", "H", "H", "H", "H", "H", "H"],
  "xyz": [[-1.562, -1.546, -1.930], [0.822, -0.869, 0.260], [-0.153, 0.261, 0.472], [-1.332, 0.198, -0.287], [1.053, -1.129, -0.773], [0.428, -1.838, 0.566], [1.684, -0.654, 0.893], [0.284, 1.222, 0.203], [-0.309, 0.260, 1.551], [2.882, -5.097, -3.403], [1.917, -4.034, -3.874], [0.950, -3.448, -2.793], [0.152, -2.605, -3.151], [1.136, -3.848, -1.377], [2.134, -4.726, -1.042], [3.025, -5.444, -2.077], [3.800, -6.459, -1.809], [2.221, -5.025, 0.237], [1.877, -3.636, -5.031], [3.378, -5.705, -4.146], [0.411, -3.544, -0.637], [0.578, 3.806, 2.431], [2.404, 3.932, 2.040], [2.549, 5.386, 1.574], [3.124, 3.909, 3.732], [0.180, 2.877, 2.839], [0.016, 4.107, 1.547], [0.373, 4.554, 3.197], [4.213, 3.894, 3.709], [2.802, 2.998, 4.236], [2.767, 4.803, 4.245], [2.157, -1.950, 3.544], [1.990, -0.140, 4.044], [3.352, 0.304, 4.511], [1.013, -0.324, 5.572], [2.588, -2.558, 4.339], [2.602, -2.020, 2.551], [1.137, -2.301, 3.390], [0.022, -0.703, 5.321], [0.874, 0.623, 6.093], [1.426, -1.009, 6.312], [4.663, 0.418, -0.206], [4.685, -1.397, -0.264], [6.194, -1.548, -0.508], [4.072, -1.663, -1.975], [5.450, 0.796, -0.858], [4.840, 0.949, 0.730], [3.757, 0.867, -0.614], [3.046, -1.295, -1.998], [4.054, -2.740, -2.141], [4.823, -1.301, -2.677], [-2.491, 2.642, -2.023], [-3.597, 3.915, -1.436], [-3.096, 5.150, -2.195], [-5.090, 3.383, -2.425], [-1.529, 2.727, -1.517], [-2.279, 2.859, -3.070], [-2.817, 1.632, -1.773], [-5.648, 2.576, -1.949], [-4.756, 2.892, -3.339], [-5.767, 4.204, -2.660], [3.001, 1.137, -5.022], [1.190, 0.934, -4.965], [0.801, -0.550, -5.105], [1.115, 1.398, -3.203], [3.275, 2.040, -4.476], [3.291, 1.094, -6.072], [3.603, 0.424, -4.458], [0.177, 0.939, -2.890], [0.918, 2.465, -3.099], [1.899, 1.009, -2.554], [-2.097, -0.599, 3.667], [-3.458, -1.756, 3.259], [-4.702, -0.888, 3.004], [-2.872, -2.393, 1.652], [-1.978, 0.073, 2.817], [-1.180, -1.189, 3.694], [-2.500, -0.083, 4.538], [-1.935, -2.948, 1.692], [-2.791, -1.640, 0.868], [-3.681, -3.059, 1.350], [-7.503, 0.660, -0.338], [-6.231, 1.360, 0.799], [-6.522, 0.662, 2.133], [-4.740, 0.526, 0.165], [-8.476, 1.146, -0.266], [-7.682, -0.388, -0.098], [-7.142, 0.857, -1.348], [-4.560, -0.436, 0.645], [-3.901, 1.198, 0.346], [-4.800, 0.427, -0.919]],
  "atomic_forces_ev_per_a": [[1.5, 0.5, 0.6], [-0.1, -0.4, 0.0], [-0.8, -0.3, -1.5], [-0.6, -1.1, -0.3], [0.5, 0.7, -0.3], [-0.3, 0.1, 0.6], [0.5, -0.2, -0.3], [0.7, 0.4, 0.2], [-0.4, 0.3, 0.5], [-2.4, 2.7, -1.1], [2.2, -2.1, 0.9], [2.3, -1.9, 3.6], [-3.0, 2.1, -0.9], [-0.9, 1.1, -4.5], [0.8, -2.1, 5.1], [1.6, -3.0, 0.0], [-1.7, 2.5, 0.7], [0.5, 0.4, -3.2], [-0.5, 0.2, 0.0], [0.2, 0.2, -0.1], [0.0, 0.1, 0.1], [0.4, 0.5, 0.7], [-0.4, 1.6, -0.1], [-0.1, -1.7, 0.5], [-0.7, -0.2, -0.2], [0.5, -0.4, -0.4], [0.4, -0.2, -0.2], [0.2, 0.3, 0.0], [-0.1, 0.1, -0.4], [-0.1, -0.1, 0.0], [0.0, 0.0, 0.0], [-1.3, 0.9, 0.4], [1.1, -1.0, 0.5], [-0.6, 0.0, -0.3], [-0.5, -0.6, 0.2], [0.4, 0.3, -0.2], [0.5, 0.1, 0.3], [-0.2, 0.0, 0.0], [0.0, 0.1, -0.1], [0.2, 0.3, -0.5], [0.5, -0.1, -0.3], [-0.7, 1.3, -0.8], [2.6, 0.6, -1.6], [-1.0, -0.6, 1.0], [-0.3, -0.3, 1.1], [0.2, -0.6, -0.2], [-0.1, -0.9, 0.5], [-0.4, -0.3, 0.1], [0.1, 0.1, -0.6], [-0.2, -0.2, 0.3], [-0.2, 0.7, 0.2], [0.6, -0.3, 0.3], [-0.1, 1.3, -2.0], [-0.7, -1.1, 1.2], [0.4, -0.9, 0.0], [-0.1, 0.2, 0.3], [-0.4, -0.2, -0.1], [-0.1, 0.0, -0.3], [0.0, 0.2, 0.6], [0.3, 0.5, -0.2], [0.4, 0.2, 0.3], [0.3, -0.2, 0.0], [0.2, -2.3, 0.5], [0.8, 3.0, 0.2], [-1.3, -0.4, 0.0], [-0.3, 0.6, -0.7], [0.2, 0.3, 0.2], [-0.6, -0.8, -0.1], [-0.1, -0.2, 0.2], [0.5, 0.1, -0.1], [0.2, 0.1, -0.3], [-0.9, -0.5, -1.4], [-0.9, 0.9, -0.4], [2.1, -1.4, 0.3], [-0.5, 0.1, -0.2], [-0.2, 0.2, 0.1], [-0.1, 0.1, 0.7], [0.7, -0.1, 0.2], [0.0, 0.0, 0.4], [0.2, 0.5, 0.3], [0.1, -0.2, 0.1], [0.3, 0.3, -0.2], [-0.9, -2.0, 1.9], [-0.1, 1.7, -1.8], [0.0, 0.5, -0.6], [0.2, 0.4, 0.5], [0.5, -0.1, -0.2], [0.0, -0.4, -0.2], [-0.4, 0.3, 0.1], [0.1, -0.2, 0.3], [-0.1, -0.1, -0.1]],
  "total_charge": -2,
  "homo_ev": -1.2
}

=====

(2)
{
  "formula": "C22H49As2F15N7O10STl",
  "method": "ωB97M-V with the def2-TZVPD basis set",
  "elements": ["Tl", "As", "F", "F", "F", "F", "F", "F", "As", "F", "F", "F", "F", "F", "F", "C", "F", "F", "F", "S", "O", "O", "O", "C", "C", "O", "N", "C", "H", "H", "H", "H", "H", "H", "H", "C", "C", "O", "N", "C", "H", "H", "H", "H", "H", "H", "H", "C", "C", "O", "N", "C", "H", "H", "H", "H", "H", "H", "H", "C", "C", "O", "N", "C", "H", "H", "H", "H", "H", "H", "H", "C", "C", "O", "N", "C", "H", "H", "H", "H", "H", "H", "H", "C", "C", "O", "N", "C", "H", "H", "H", "H", "H", "H", "H", "C", "C", "O", "N", "C", "H", "H", "H", "H", "H", "H", "H"],
  "xyz": [[-0.040, -0.047, -0.315], [-2.693, 3.158, -1.860], [-1.570, 1.724, -1.792], [-4.093, 2.135, -1.425], [-3.834, 4.555, -1.830], [-1.318, 4.237, -2.283], [-3.075, 2.924, -3.602], [-2.252, 3.367, -0.142], [3.040, -2.916, -2.460], [3.964, -4.075, -3.457], [4.579, -2.682, -1.480], [2.036, -1.761, -1.503], [1.549, -3.213, -3.446], [2.484, -4.211, -1.313], [3.648, -1.579, -3.551], [3.676, -0.982, 3.177], [4.800, -1.018, 3.891], [3.190, -2.168, 2.967], [2.760, -0.262, 3.840], [3.974, -0.153, 1.509], [4.674, 1.086, 1.902], [4.835, -1.100, 0.741], [2.665, -0.037, 0.864], [-1.603, 0.035, -5.088], [-0.704, -0.892, -4.255], [-0.372, -0.555, -3.125], [-0.360, -2.035, -4.751], [-0.750, -2.615, -6.041], [-2.409, -0.473, -5.619], [-0.927, 0.577, -5.749], [-2.157, 0.731, -4.458], [0.257, -2.566, -4.153], [0.011, -3.252, -6.492], [-0.972, -1.800, -6.729], [-1.673, -3.179, -5.902], [0.536, -3.670, 3.481], [0.043, -2.294, 3.013], [0.488, -1.858, 1.955], [-0.877, -1.648, 3.753], [-1.646, -2.239, 4.770], [-0.242, -4.369, 3.178], [0.720, -3.738, 4.554], [1.342, -4.092, 2.880], [-1.192, -0.711, 3.546], [-2.095, -1.399, 5.300], [-1.042, -2.726, 5.536], [-2.502, -2.862, 4.511], [2.744, 3.926, 0.419], [1.417, 3.684, -0.287], [0.741, 2.676, -0.111], [1.008, 4.625, -1.173], [1.781, 5.682, -1.783], [2.958, 3.159, 1.163], [2.764, 4.901, 0.906], [3.519, 3.955, -0.347], [0.104, 4.435, -1.582], [1.077, 6.477, -2.026], [2.307, 5.397, -2.694], [2.491, 6.201, -1.138], [-0.490, -5.169, -1.491], [-1.053, -4.128, -0.502], [-0.588, -2.939, -0.590], [-2.107, -4.492, 0.272], [-2.913, -3.659, 1.185], [-1.254, -5.856, -1.853], [0.327, -5.688, -0.988], [-0.078, -4.680, -2.374], [-2.488, -5.409, 0.085], [-2.786, -3.957, 2.226], [-3.946, -3.884, 0.921], [-2.784, -2.579, 1.106], [4.466, 1.405, -2.451], [2.978, 1.547, -2.679], [2.179, 0.888, -2.001], [2.636, 2.364, -3.665], [1.267, 2.742, -4.016], [4.913, 0.643, -3.090], [4.628, 1.006, -1.449], [4.922, 2.380, -2.624], [3.366, 2.701, -4.276], [1.358, 2.961, -5.079], [0.792, 3.598, -3.537], [0.573, 1.905, -3.939], [-3.775, 0.316, 3.357], [-3.508, -0.143, 1.914], [-2.364, -0.089, 1.518], [-4.499, -0.573, 1.148], [-5.894, -0.841, 1.490], [-4.261, -0.496, 3.898], [-4.550, 1.080, 3.299], [-2.927, 0.739, 3.896], [-4.219, -0.732, 0.190], [-6.536, 0.020, 1.305], [-6.037, -1.036, 2.553], [-6.363, -1.695, 1.002], [0.015, 3.450, 3.241], [0.075, 1.877, 3.344], [0.017, 1.276, 2.225], [0.282, 1.209, 4.484], [0.538, 1.808, 5.763], [-0.498, 3.722, 2.319], [1.010, 3.864, 3.073], [-0.463, 3.883, 4.120], [0.360, 0.204, 4.423], [-0.368, 1.802, 6.369], [0.911, 2.826, 5.651], [1.350, 1.354, 6.331]],
  "atomic_forces_ev_per_a": [[1.0, 0.2, 0.0], [-1.4, 0.3, 0.5], [-1.0, 0.9, -0.5], [1.4, 0.4, -0.3], [1.6, -1.3, 0.0], [-1.5, -0.9, -0.3], [0.9, 0.0, 1.8], [-0.6, 0.1, -1.4], [2.0, 0.0, 1.1], [-1.3, 0.9, 0.8], [-2.6, -0.2, -1.2], [1.1, -0.8, -0.7], [1.6, -0.1, 0.6], [0.7, 1.3, -1.4], [-1.3, -1.4, 1.2], [0.4, 1.5, -1.5], [-0.4, -0.3, 0.0], [-0.1, -1.4, 0.3], [-0.1, 0.1, 0.5], [2.8, 0.1, -0.7], [-1.4, -1.4, -0.6], [-1.6, 1.5, 1.6], [-0.1, -0.2, 0.2], [0.0, -0.1, 0.5], [-2.2, 1.6, -0.1], [0.6, 0.9, 1.5], [0.6, -2.2, -1.6], [-0.4, 0.8, 0.4], [0.4, -0.3, -0.4], [-0.3, 0.1, -0.3], [0.6, 0.1, 0.3], [0.2, -0.1, 0.1], [0.1, 0.1, 0.4], [0.1, -0.2, -0.1], [0.0, -0.2, -0.2], [-0.8, -0.1, -0.5], [1.0, -0.4, -1.1], [-0.1, 0.4, -0.1], [0.1, 0.2, -0.2], [-0.7, 0.2, 2.3], [-0.6, -0.1, 0.5], [0.0, 0.0, -0.2], [0.4, 0.9, 0.2], [0.4, -0.1, -1.2], [-0.2, 0.0, 0.2], [0.0, -0.3, -0.2], [0.2, -0.3, -0.6], [-0.3, 0.0, -0.1], [0.5, 0.4, -0.6], [-0.1, -0.4, 0.7], [0.9, -0.2, 0.5], [-0.4, 0.9, 0.3], [0.0, -0.1, -0.3], [-0.1, 0.1, 0.0], [0.2, -0.2, 0.1], [0.0, -0.1, 0.0], [-0.1, -0.1, -0.3], [0.0, -0.3, -0.1], [0.1, -0.5, 0.3], [-0.3, 0.4, 0.6], [0.7, 3.2, -1.6], [-1.3, -2.7, 0.7], [0.4, 0.4, 0.2], [-0.2, -0.5, -0.5], [-0.1, -0.2, 0.3], [0.0, -0.2, -0.1], [0.1, 0.3, 0.4], [0.2, 0.1, 0.1], [0.2, 0.0, 0.0], [-0.2, 0.2, 0.1], [0.6, -0.3, -0.3], [-0.1, -0.3, 0.4], [-0.1, -1.3, 0.4], [0.3, 0.4, 0.2], [-0.9, 1.1, -0.2], [0.0, -0.6, -1.3], [-0.3, 0.1, -0.3], [0.0, 0.4, 0.1], [0.3, -0.1, 0.2], [-0.1, 0.0, 0.3], [-0.4, 0.2, -0.1], [0.6, 0.0, 0.4], [0.2, -0.1, 0.3], [-1.4, -0.3, -0.7], [0.4, 0.8, 1.9], [1.5, -0.1, -1.0], [-1.5, -0.9, -0.7], [-0.4, 0.7, 0.8], [0.2, -0.1, 0.3], [0.0, 0.2, 0.1], [0.1, -0.3, -0.4], [0.0, 0.1, 0.0], [0.1, 0.1, -0.3], [0.5, 0.0, 0.1], [0.6, 0.0, -0.4], [-0.1, -1.3, 0.5], [0.4, 0.7, -4.4], [0.0, 0.2, 2.9], [0.0, 0.0, 0.2], [0.2, 0.7, 0.6], [-0.4, -0.4, 0.2], [0.2, -0.2, 0.5], [0.1, 0.2, -0.1], [0.2, 0.1, -0.3], [0.1, 0.2, 0.2], [-0.4, 0.1, -0.2], [-0.1, -0.6, -0.3]],
  "total_charge": 0,
  "homo_ev": -9.0
}

=====

no.,total energy (Eh)
1,-4704.46610
2,-8543.66088